{
  "formula": "C44H28N4Se2TaTe2",
  "method": "ωB97M-V/def2-TZVPD",
  "relative_energy_kcal_mol": 8.0,
  "total_charge": 1,
  "multiplicity": 1,
  "gap_ha": 0.213,
  "species": ["C", "C", "H", "C", "C", "C", "H", "C", "H", "C", "H", "Te", "C", "H", "C", "H", "C", "C", "C", "C", "H", "H", "H", "C", "H", "N", "C", "C", "C", "C", "N", "H", "C", "N", "H", "Ta", "C", "C", "H", "C", "H", "C", "H", "C", "C", "C", "Te", "H", "C", "C", "H", "H", "H", "C", "H", "H", "H", "H", "C", "C", "C", "C", "C", "C", "C", "C", "C", "Se", "C", "H", "C", "C", "N", "H", "C", "H", "H", "C", "C", "Se", "H"],
  "xyz": [[-15.078, 4.973, 14.883], [-17.748, 3.854, 15.237], [-14.993, 7.743, 4.194], [-13.856, 9.453, 9.790], [-23.890, 5.970, 8.609], [-14.343, 6.396, 13.323], [-18.593, 1.548, 18.091], [-12.337, 8.087, 14.763], [-8.901, 7.948, 12.894], [-14.014, 5.673, 14.509], [-20.429, 7.965, 7.797], [-13.975, 4.462, 10.412], [-15.133, 10.856, 5.705], [-12.394, 9.537, 11.400], [-17.175, 2.577, 15.254], [-11.226, 8.682, 16.423], [-13.944, 8.068, 11.577], [-19.605, 5.861, 11.427], [-21.612, 5.216, 8.967], [-19.727, 4.635, 13.270], [-24.461, 7.699, 9.841], [-23.022, 4.252, 7.647], [-16.520, 2.322, 14.419], [-15.549, 9.139, 7.275], [-15.173, 4.311, 15.751], [-15.688, 6.021, 12.921], [-15.108, 8.475, 5.019], [-18.542, 4.273, 16.272], [-11.077, 7.654, 12.762], [-17.424, 1.718, 16.283], [-18.269, 5.809, 11.966], [-9.076, 8.826, 15.290], [-18.326, 8.529, 7.812], [-17.725, 7.294, 9.681], [-20.837, 4.503, 8.775], [-16.450, 5.967, 10.917], [-23.657, 6.979, 9.576], [-20.487, 5.084, 12.224], [-24.887, 5.837, 8.237], [-14.889, 9.861, 4.810], [-22.170, 7.996, 10.847], [-22.382, 7.237, 10.079], [-19.507, 3.715, 18.151], [-11.153, 8.455, 15.383], [-15.936, 8.616, 8.675], [-16.123, 5.202, 13.922], [-16.551, 3.158, 11.018], [-15.706, 11.199, 7.728], [-21.387, 6.308, 9.799], [-22.858, 5.069, 8.386], [-13.630, 10.225, 9.067], [-11.026, 7.376, 11.697], [-18.173, 9.198, 6.990], [-14.984, 8.602, 9.750], [-21.500, 4.856, 11.989], [-14.493, 10.096, 3.818], [-16.995, 0.760, 16.426], [-15.097, 11.872, 5.405], [-17.235, 8.090, 8.694], [-18.850, 3.408, 17.293], [-13.211, 9.098, 10.949], [-19.444, 7.913, 8.273], [-15.439, 8.125, 6.297], [-19.093, 7.156, 9.428], [-18.300, 2.155, 17.295], [-17.432, 4.752, 14.067], [-19.994, 6.529, 10.306], [-14.910, 5.613, 8.518], [-12.305, 7.707, 13.422], [-13.000, 5.830, 15.017], [-18.418, 5.092, 13.150], [-9.862, 7.967, 13.433], [-15.020, 7.695, 10.777], [-19.041, 5.255, 16.306], [-15.450, 10.455, 6.980], [-13.322, 8.160, 15.254], [-20.059, 3.994, 14.052], [-9.965, 8.467, 14.704], [-13.589, 7.366, 12.748], [-17.680, 4.284, 9.271], [-15.765, 7.139, 6.570]],
  "mulliken_charge": [-1.473, -0.440, 0.393, -1.464, -0.545, 0.116, 0.465, -0.337, 0.368, -1.073, 0.487, 0.075, -1.009, 0.814, 0.001, 0.417, 0.180, -0.219, 0.118, -1.381, 0.336, 0.327, 0.400, -0.258, 0.498, -0.238, -1.097, 0.168, -0.225, -1.142, 0.210, 0.318, -1.427, 0.047, 0.414, 0.065, -0.690, -1.528, 0.406, -0.353, 0.422, 0.193, 0.335, -0.784, 1.488, 0.836, 0.079, 0.489, -0.563, -0.694, 0.609, 0.445, 0.571, 0.277, 0.553, 0.341, 0.466, 0.482, 0.038, -0.685, -1.510, -1.395, -0.098, 0.027, -0.467, 2.032, 1.974, 0.175, -0.056, 0.514, 0.330, -0.885, 0.263, 0.425, 0.467, 0.503, 0.604, -0.388, 1.502, -0.075, 0.437]
}

---

{
  "formula": "C3H5ClN2",
  "method": "ωB97M-V/def2-TZVPD",
  "smiles": "N#C[C@H](Cl)CN",
  "relative_energy_kcal_mol": 12.2,
  "multiplicity": 1,
  "gap_ha": 0.396,
  "species": ["C", "Cl", "N", "H", "H", "H", "N", "H", "C", "C", "H"],
  "xyz": [[-2.533, -0.961, 0.086], [-1.885, 1.591, -0.060], [0.882, 0.624, -0.230], [0.115, -1.250, 0.127], [0.559, 1.489, -0.341], [1.383, 0.728, 0.666], [-3.422, -1.643, -0.158], [-1.198, -0.165, 1.355], [-0.160, -0.357, -0.412], [-1.427, -0.060, 0.307], [-0.373, -0.571, -1.392]],
  "nbo_charge": [0.255, -0.007, -0.816, 0.204, 0.354, 0.367, -0.272, 0.243, -0.212, -0.319, 0.203]
}

---

{
  "formula": "CH9N2O2",
  "method": "ωB97M-V/def2-TZVPD",
  "relative_energy_kcal_mol": 9.6,
  "total_charge": 1,
  "multiplicity": 1,
  "gap_ha": 0.446,
  "species": ["N", "H", "H", "H", "C", "H", "O", "O", "H", "H", "H", "H", "N", "H"],
  "xyz": [[-0.195, 1.012, -1.660], [0.919, -1.033, 1.635], [-0.292, 1.054, -0.654], [-1.235, 0.213, 4.074], [0.427, 0.002, -2.221], [1.570, -1.601, -1.858], [-1.004, 0.617, 3.224], [0.219, -0.660, 1.082], [-1.761, 1.203, 3.077], [-0.648, 1.740, -2.205], [0.568, -1.077, -0.521], [-0.387, -0.209, 1.701], [0.794, -1.047, -1.531], [0.425, -0.033, -3.305]],
  "nbo_charge": [-0.705, 0.500, 0.431, 0.498, 0.398, 0.428, -0.962, -1.006, 0.488, 0.436, 0.453, 0.528, -0.717, 0.229]
}

---

{
  "formula": "C25H49B2N2O6SiSn",
  "method": "ωB97M-V/def2-TZVPD",
  "total_charge": 1,
  "multiplicity": 1,
  "gap_ha": 0.167,
  "species": ["Si", "C", "H", "H", "H", "C", "C", "H", "H", "H", "H", "H", "B", "H", "H", "C", "H", "H", "H", "H", "H", "O", "H", "H", "H", "H", "H", "H", "H", "H", "H", "H", "H", "H", "B", "C", "C", "Sn", "C", "H", "H", "C", "H", "C", "C", "O", "H", "H", "O", "C", "H", "O", "C", "H", "H", "C", "C", "C", "C", "H", "C", "C", "O", "H", "H", "C", "H", "H", "H", "O", "H", "H", "C", "H", "H", "H", "C", "C", "C", "C", "H", "N", "H", "C", "N", "H"],
  "xyz": [[4.780, 1.018, -0.771], [-1.832, -2.726, 0.828], [-0.005, -0.665, 0.215], [-1.066, -5.120, -0.065], [-0.877, 3.307, 3.457], [3.065, 1.125, -3.214], [-0.197, -4.448, 0.152], [-0.605, -2.778, -0.873], [-2.615, 4.236, 0.339], [2.622, 2.059, -2.781], [-3.789, -1.896, 2.613], [1.954, -0.960, 0.983], [-4.078, 0.325, 0.431], [-1.715, 4.874, 3.642], [7.009, -0.126, -1.260], [3.074, -0.538, -5.063], [4.427, -1.014, 0.614], [4.150, 3.442, -1.317], [-2.369, -1.646, -0.990], [-0.712, 0.951, 0.701], [3.444, 2.893, 0.319], [-5.320, -0.359, 0.931], [2.273, -4.110, 2.651], [-1.584, 2.257, -2.391], [2.599, -4.098, 0.837], [0.173, 0.876, -2.181], [1.710, 1.269, -4.974], [2.327, -0.930, -0.774], [-3.569, 1.395, -3.040], [3.952, 0.486, 1.609], [-1.974, 2.041, -0.660], [-2.385, -3.710, 0.884], [1.731, 1.603, -0.836], [0.060, -4.221, 3.189], [-5.260, -0.647, 2.280], [-1.912, 3.767, 3.583], [2.520, 0.674, -4.491], [-0.322, 1.406, 2.350], [4.616, -0.816, -3.058], [0.521, -4.580, -0.712], [0.998, -5.906, 1.253], [-1.975, 4.083, 1.250], [5.182, 3.277, 0.198], [3.891, -0.021, 0.609], [-0.651, 0.493, -1.512], [-2.611, 1.328, 3.003], [7.196, 1.632, -0.684], [-1.522, 5.091, 1.458], [-2.839, -0.433, 0.717], [0.611, -4.865, 1.440], [5.386, -1.376, -2.487], [-0.254, -4.912, 2.584], [2.410, -0.328, 0.165], [-5.146, 2.163, 1.430], [1.522, -2.823, 1.608], [1.483, 0.933, 0.017], [-4.399, 0.539, -1.191], [6.643, 0.668, -0.564], [-0.035, 0.435, -0.067], [6.831, 0.312, 0.487], [4.317, 2.848, -0.386], [-3.119, 2.152, 2.192], [-4.751, -1.903, 2.747], [-5.189, 1.335, -1.249], [-5.196, -0.031, 4.100], [-2.765, -1.685, 0.060], [-3.888, 2.576, 0.246], [-3.766, -2.199, -0.014], [2.691, -0.883, -6.046], [-5.676, 0.254, 3.300], [-1.632, -2.426, 1.890], [-0.895, -0.523, -1.923], [-4.118, 1.850, 1.082], [1.583, 1.508, 1.001], [-2.402, 3.481, 4.540], [4.555, -2.189, -4.773], [-3.197, 0.795, -2.159], [-1.904, 1.491, -1.626], [1.841, -3.895, 1.634], [4.120, -1.265, -4.340], [-1.127, 3.394, 0.927], [-0.556, -2.996, 0.122], [-4.910, -0.414, -1.516], [4.093, 0.435, -2.455], [-2.767, 3.575, 2.386], [-2.885, -0.190, -2.612]],
  "mulliken_charge": [0.149, -0.635, -0.238, 0.428, 0.210, 0.090, -0.981, 0.199, 0.298, 0.268, 0.304, 0.059, -0.020, 0.356, 0.303, -0.429, 0.359, 0.323, -0.028, -0.462, 0.170, -0.273, 0.419, 0.684, 0.371, -0.070, 0.413, 0.314, 0.395, 0.417, -0.715, 0.380, -0.238, 0.339, 0.490, -0.628, -0.678, 0.780, -0.322, 0.460, 0.329, -0.735, 0.398, -0.953, -0.687, -0.632, 0.319, 0.413, 0.327, 0.159, 0.262, -0.570, -0.344, 0.359, 0.058, 0.464, -0.879, -1.133, 1.078, 0.349, -0.914, 0.311, -0.604, 0.332, 0.309, -0.613, 0.417, 0.384, 0.367, -0.631, -0.113, 0.606, -0.518, -0.124, 0.305, 0.366, -0.949, 0.436, -1.005, -0.658, 0.235, 0.078, 0.224, 0.500, 0.102, 0.309]
}

---

Summary of max |F| in eV/A
3.0 4.8 1.2 3.2
(order as listed above)